1.
# AgH12O6

A structure of composition AgH12O6 at a distorted geometry (the ωB97M-V functional and the def2-TZVPD basis, the Open Molecules 2025 dataset).

Output
Frontier orbital gap, Ha: 0.3632
LUMO energy, eV: -3.3
Total charge: +1
E_HOMO, eV: -13.15
E, hartree: -605.37404
ΔE to the lowest compared entry with this formula, charge and spin, kcal per mole: 2.6

CARTESIAN COORDINATES (ANGSTROEM)
Ag1 -0.3077 -0.2507 -0.1702
O1 0.7063 0.5873 -2.3512
H1 0.4993 0.4633 -3.2672
H2 1.2413 1.3413 -2.2052
O2 -2.6547 -0.2127 0.0028
H3 -2.8797 -1.1407 0.1328
H4 -3.0647 -0.0297 -0.8562
O3 1.1983 -2.1787 -0.3322
H5 1.2773 -2.4297 -1.2962
H6 1.0673 -2.9807 0.1758
O4 -0.5797 -0.8167 2.3058
H7 0.2703 -1.1887 2.4488
H8 -1.0657 -1.2777 3.0438
O5 2.1123 0.7403 0.7708
H9 2.1653 1.5253 1.2718
H10 2.5663 0.9353 -0.0502
O6 -0.7567 1.9853 0.0028
H11 -0.1297 2.6443 0.3588
H12 -1.6657 2.2833 0.0148

Per-atom Mulliken charges, elementary charge units: 0.5743, -0.4795, 0.2639, 0.2811, -0.5705, 0.3281, 0.3319, -0.5649, 0.3283, 0.3077, -0.5373, 0.3189, 0.2811, -0.5333, 0.2775, 0.2918, -0.4422, 0.2772, 0.2660

***

2.
# C19H18AuN5O6S2

A structure of composition C19H18AuN5O6S2 at a distorted geometry (the ωB97M-V functional and the def2-TZVPD basis, the Open Molecules 2025 dataset).

Output
Frontier orbital gap (spin up / spin down), Ha: 0.3049 / 0.2211
LUMO energy (spin up / spin down), eV: -0.1 / -2.4
Multiplicity: 3
Total charge: 0
E_HOMO (spin up / spin down), eV: -8.38 / -8.39
E, hartree: -2392.01516

CARTESIAN COORDINATES (ANGSTROEM)
Au1 -0.6331 0.0120 -2.6549
C1 0.0834 3.7830 3.0025
C2 -0.5010 3.6871 1.6324
C3 0.0646 4.3965 0.5766
C4 -0.3889 4.2117 -0.7136
C5 -1.4027 3.3025 -0.9474
C6 -1.9928 2.6015 0.0859
C7 -1.5544 2.8119 1.3803
S1 -1.6718 2.8269 -2.6344
O1 -2.7044 1.8260 -2.7495
O2 -1.6728 3.9484 -3.5268
N1 -0.2447 1.9835 -2.7780
C8 0.8493 2.4973 -3.3911
C9 1.1732 1.5048 -4.7887
O3 1.8869 2.0893 -5.5432
O4 0.6407 0.4160 -4.6962
H1 0.7002 4.6691 3.1179
H2 0.7093 2.9037 3.1484
H3 -0.6866 3.7899 3.7684
H4 0.8915 5.0687 0.7555
H5 0.0527 4.7447 -1.5397
H6 -2.7682 1.8870 -0.1367
H7 -2.0076 2.2498 2.1836
H8 1.7781 2.3194 -2.8500
H9 0.7201 3.5263 -3.7300
N2 2.8998 -4.6504 3.6657
C10 2.1924 -3.6532 3.0621
C11 0.8929 -3.3484 3.4930
C12 0.1536 -2.3846 2.8402
C13 0.7134 -1.6996 1.7775
C14 1.9932 -1.9840 1.3353
C15 2.7363 -2.9541 1.9745
S2 -0.1917 -0.3629 1.0235
O5 -1.4915 -0.2580 1.6255
O6 0.6292 0.8146 1.0180
N3 -0.3622 -0.8155 -0.5683
C16 -0.8504 -1.9741 -0.9626
N4 -0.9572 -3.0684 -0.2092
C17 -1.4410 -4.1459 -0.7902
C18 -1.8557 -4.1833 -2.1203
C19 -1.6871 -3.0210 -2.8510
N5 -1.1777 -1.9398 -2.2880
H10 2.5742 -5.0171 4.5402
H11 3.8760 -4.7485 3.4572
H12 0.4765 -3.8796 4.3385
H13 -0.8489 -2.1384 3.1509
H14 2.3885 -1.4247 0.5034
H15 3.7398 -3.1804 1.6391
H16 -1.4979 -5.0270 -0.1644
H17 -2.2712 -5.0716 -2.5657
H18 -1.9546 -2.9418 -3.8949

Per-atom Mulliken charges, elementary charge units: 0.7887, -1.4849, 1.2441, -0.7355, -0.8503, 0.1140, -0.3516, -0.5161, 1.4022, -0.6806, -0.6680, -0.4122, -0.4826, 0.6231, -0.4998, -0.5800, 0.3850, 0.2618, 0.3782, 0.3712, 0.4234, 0.5000, 0.3167, 0.3094, 0.4229, -0.4885, 1.1431, -0.8097, -0.2588, -0.5114, -0.5197, -0.8917, 1.7445, -0.7811, -0.7002, -0.4729, 0.7345, -0.3599, -0.0891, -0.7704, -0.0128, -0.4914, 0.2010, 0.2014, 0.2845, 0.5365, 0.4832, 0.2866, 0.4309, 0.3910, 0.4413